A 14-piece molecular cluster, H28O14 overall, computed with the ωB97M-V functional and the def2-TZVPD basis.

Each line ends with the Mulliken charge.
Cartesian coordinates (Å):
O: -2.241 0.125 -2.440  -0.612
H: -3.121 0.418 -2.543  0.294
H: -2.288 -0.383 -1.622  0.297
O: 0.309 -3.080 0.686  -0.735
H: 1.235 -3.299 0.897  0.353
H: -0.077 -2.483 1.297  0.339
O: 2.941 0.800 -0.856  -0.840
H: 2.336 1.546 -0.683  0.449
H: 2.740 0.103 -0.210  0.367
O: 0.984 2.542 -0.358  -0.607
H: 1.188 2.358 0.562  0.251
H: 1.277 3.435 -0.567  0.312
O: 0.046 -2.574 -1.897  -0.702
H: 0.163 -2.822 -0.985  0.456
H: 0.878 -2.167 -2.213  0.288
O: -0.310 0.444 3.345  -0.683
H: -0.170 1.178 2.751  0.360
H: -0.739 -0.284 2.786  0.409
O: 1.168 0.781 -2.838  -0.657
H: 1.276 1.753 -2.867  0.276
H: 1.880 0.576 -2.200  0.466
O: -2.692 -1.562 -0.541  -0.686
H: -3.498 -1.562 -0.045  0.257
H: -2.612 -2.470 -0.809  0.280
O: -1.269 -1.707 2.150  -0.737
H: -1.583 -2.380 2.731  0.280
H: -1.799 -1.754 1.392  0.222
O: -0.023 -0.254 -0.123  0.956
H: 0.284 0.512 -0.676  0.072
H: -0.455 -0.804 -0.756  -0.282
O: -1.057 2.970 -2.305  -0.641
H: -1.241 2.021 -2.430  0.385
H: -0.245 2.987 -1.823  0.253
O: 2.093 -0.790 1.420  -0.850
H: 1.889 -0.946 2.348  0.387
H: 1.303 -0.767 0.949  0.436
O: -1.801 1.384 0.755  -0.594
H: -2.635 0.936 1.114  0.292
H: -1.149 0.678 0.618  -0.070
O: 2.009 1.761 2.001  -0.640
H: 2.879 1.916 2.330  0.252
H: 2.128 0.864 1.654  0.346

Output
HOMO-LUMO gap, eV: 9.593
Largest force on an atom, eV/A: 3.46
E_tot, Ha: -1070.13938
Energy above the lowest of the compared OMol25 structures with the same formula, charge and spin, kJ/mol: 161.7
Charge: 0

One molecule with the formula C4H11NO, computed with the ωB97M-V functional and the def2-TZVPD basis.

Each line ends with the Mulliken charge.
Cartesian coordinates (Å):
C: -1.798 -0.160 -1.014  -1.137
C: -1.129 -0.775 0.188  -0.198
C: -0.052 0.519 0.973  -1.027
C: 1.344 0.293 0.667  0.422
N: 2.032 1.333 0.041  -0.589
O: 1.210 -1.064 -0.455  -0.703
H: -2.580 -0.825 -1.397  0.339
H: -2.255 0.805 -0.779  0.312
H: -1.066 -0.004 -1.810  0.275
H: -1.787 -0.824 1.055  0.311
H: -0.823 -1.799 0.007  0.288
H: -0.284 0.469 2.034  0.360
H: -0.464 1.437 0.555  0.342
H: 1.934 -0.241 1.404  0.269
H: 2.836 0.987 -0.470  0.264
H: 1.451 1.855 -0.605  0.242
H: 1.431 -2.007 -0.395  0.229

Output
HOMO-LUMO gap, eV: 9.922
Largest force on an atom, eV/A: 4.13
E_tot, Ha: -288.89867
Energy above the lowest of the compared OMol25 structures with the same formula, charge and spin, kJ/mol: 310.7
Charge: 0

A 2-piece molecular cluster, C5H9NO3 overall, computed with the ωB97M-V functional and the def2-TZVPD basis.

Each line ends with the Mulliken charge.
Cartesian coordinates (Å):
C: 0.108 0.626 0.160  -0.661
C: 0.440 -0.316 -0.985  -0.520
C: -0.479 -1.543 -0.902  -0.567
C: 1.367 2.039 0.161  0.691
N: 0.238 0.156 1.543  -0.465
C: -1.813 -0.994 -0.439  0.070
O: 1.479 2.309 1.389  -0.629
O: 1.740 2.383 -0.906  -0.518
O: -2.289 -1.236 0.657  -0.540
H: 1.065 -0.438 1.614  0.304
H: -0.777 1.252 0.068  0.343
H: -0.560 -0.480 1.749  0.316
H: 0.774 1.361 1.994  0.541
H: 1.493 -0.617 -0.967  0.296
H: 0.270 0.240 -1.908  0.301
H: -2.368 -0.434 -1.212  0.387
H: -0.130 -2.256 -0.151  0.271
H: -0.559 -2.053 -1.864  0.381

Output
HOMO-LUMO gap, eV: 9.332
Largest force on an atom, eV/A: 5.15
E_tot, Ha: -476.34143
Energy above the lowest of the compared OMol25 structures with the same formula, charge and spin, kJ/mol: 269.8
Charge: 0

| no. | HOMO energy (eV) |
| --- | --- |
| 1 | -10.15 |
| 2 | -8.86 |
| 3 | -8.76 |